Density functional theory data (ωB97M-V with the def2-TZVPD basis set) for a structure of composition C21H33Cl2ErN4O3S at a distorted geometry.

2S+1 = 4
Orbital gap (alpha / beta) = 5.09 / 5.10 eV
<S²> = 3.752
HOMO (alpha / beta) = -4.967 / -4.979 eV
Charge = 0
Electronic energy = -3598.48948 hartree
LUMO level (alpha / beta) = 0.12 / 0.12 eV

Each line ends with the Löwdin spin population.
CARTESIAN COORDINATES (ANGSTROEM)
1 O -4.0865 0.4652 2.4925  0.00
2 C -5.2278 0.8943 2.3747  0.00
3 C -6.3971 0.0946 2.8985  0.00
4 C -6.1068 -1.0823 3.6103  0.00
5 H -5.0742 -1.3039 3.8847  0.00
6 C -7.1251 -1.9773 3.9191  0.00
7 H -6.8816 -2.9084 4.4278  0.00
8 C -8.4502 -1.6729 3.5693  0.00
9 H -9.2452 -2.3876 3.7952  0.00
10 C -8.7506 -0.4420 2.9648  0.00
11 H -9.7835 -0.1914 2.7318  0.00
12 C -7.7265 0.4571 2.6544  0.00
13 H -7.9238 1.4298 2.2034  0.00
14 H -5.5065 1.8806 1.9110  0.00
15 C -2.3916 -0.6030 -2.2471  0.00
16 C -1.0607 0.0017 -2.1064  -0.01
17 H -2.6336 -0.8357 -3.2982  0.00
18 H -3.1828 0.0372 -1.8278  0.00
19 H -2.4130 -1.5388 -1.6565  0.00
20 C -0.1695 0.4085 -2.9732  0.00
21 C -0.2250 0.2128 -4.4798  0.00
22 H 0.7577 0.9108 -2.6586  0.00
23 H -1.1803 -0.2083 -4.7863  0.00
24 H 0.5623 -0.4689 -4.8159  0.00
25 H -0.0876 1.1544 -5.0128  0.00
26 Er -0.0477 -0.0923 0.5319  3.03
27 Cl -0.6498 -2.4884 0.9866  0.00
28 Cl -2.1510 1.1685 0.7998  -0.01
29 C 2.0989 -1.7445 -1.2107  0.00
30 O 1.8877 -0.7459 -0.4563  0.00
31 N 3.2570 -1.9297 -1.8276  0.00
32 C 4.3925 -1.0405 -1.6005  0.00
33 C 3.5110 -3.0770 -2.6897  0.00
34 H 1.2987 -2.4800 -1.3894  0.00
35 H 4.0723 -0.1413 -1.0727  0.00
36 H 4.8120 -0.7669 -2.5766  0.00
37 H 5.1598 -1.5653 -1.0113  0.00
38 H 2.5875 -3.6498 -2.8256  0.00
39 H 4.2773 -3.7252 -2.2378  0.00
40 H 3.8680 -2.7249 -3.6680  0.00
41 H 2.5672 4.9264 -0.5935  0.00
42 H 1.4535 5.8397 1.5756  0.00
43 C 1.5794 4.5345 -0.8685  0.00
44 C 0.5144 5.3897 1.2172  0.00
45 N 0.8014 4.2605 0.3354  0.00
46 H 1.6958 3.6149 -1.4412  0.00
47 C 0.4140 3.0226 0.6286  0.00
48 O 0.8351 1.9921 0.0250  0.00
49 H -0.0616 5.0366 2.0796  0.00
50 H -0.3149 2.9193 1.4434  0.00
51 H 1.0519 5.2863 -1.4703  0.00
52 H -0.0703 6.1500 0.6785  0.00
53 C 3.8289 1.1056 1.9798  0.00
54 N 3.4993 -0.2880 2.2564  0.00
55 C 4.3205 -1.3721 2.0088  0.00
56 C 3.5662 -2.4897 2.1408  0.00
57 N 2.3026 -2.0761 2.5057  0.00
58 C 2.2368 -0.7121 2.5718  0.00
59 S 0.9393 0.2841 2.9847  0.00
60 H 3.3033 1.4633 1.0765  0.00
61 H 3.5195 1.7309 2.8298  0.00
62 H 4.9147 1.1762 1.8229  0.00
63 H 5.3700 -1.2347 1.7779  0.00
64 H 3.8280 -3.5296 2.0224  0.00
65 H 1.4681 -2.6603 2.5381  0.00

Atomic forces in eV per Å
O -2.44 1.06 0.15
C 0.83 -0.94 0.90
C 0.20 -0.11 0.18
C -0.22 -0.11 -0.27
H -0.27 0.10 -0.28
C -0.22 0.35 -0.06
H -0.14 0.18 -0.09
C 0.22 0.31 -0.03
H 0.22 0.28 -0.11
C 0.14 -0.20 0.23
H 0.19 -0.04 0.07
C 0.42 -0.39 -0.04
H -0.11 -0.28 -0.06
H 0.51 -0.47 0.07
C -0.24 -0.66 -0.71
C 1.15 0.05 3.99
H -0.40 -0.12 0.06
H 0.30 -0.09 -0.09
H -0.18 0.29 -0.31
C 0.54 -0.10 -1.73
C -0.10 0.25 0.03
H 0.00 -0.21 0.14
H -0.07 -0.04 -0.08
H 0.06 -0.01 -0.06
H 0.03 0.10 -0.18
Er -1.92 0.53 -2.86
Cl 0.18 -0.75 0.18
Cl 0.14 0.61 0.13
C -0.47 1.52 0.79
O 0.90 -1.62 -0.90
N 0.14 -0.10 0.14
C 0.00 -0.07 -0.16
C -0.08 -0.04 0.03
H 0.27 0.17 -0.03
H -0.05 -0.20 -0.10
H -0.02 0.00 0.25
H -0.17 0.15 -0.17
H 0.22 0.15 0.02
H -0.20 0.16 -0.16
H -0.13 -0.14 0.26
H -0.15 -0.05 -0.09
H -0.27 -0.15 -0.14
C 0.06 0.12 0.15
C -0.23 -0.14 -0.15
N 0.11 0.04 -0.12
H -0.08 0.10 0.09
C 0.58 -1.28 -0.51
O -0.26 1.78 0.77
H 0.12 0.10 -0.21
H 0.20 0.15 -0.06
H 0.14 -0.17 0.11
H 0.19 -0.18 0.18
C 0.08 0.24 0.08
N -0.52 -0.01 -0.03
C -0.03 -0.06 -0.15
C 0.16 0.20 0.04
N -0.26 0.51 0.02
C 1.19 -0.66 -0.20
S 0.16 0.12 0.83
H 0.13 -0.28 0.35
H 0.18 -0.22 -0.29
H -0.39 0.00 0.13
H -0.29 -0.12 0.01
H -0.07 0.15 0.07
H 0.05 0.26 -0.02